Entry from the Open Molecules 2025 dataset: a molecular structure, C35H60F24N7O16S8 in a non-equilibrium geometry (ωB97M-V/def2-TZVPD).

```
150
Properties=species:S:1:pos:R:3:forces:R:3:mulliken_charge:R:1
C -3.578 1.957 2.243 -1.730 1.177 -0.367 1.62
C -4.274 1.204 3.375 1.197 -0.430 0.455 -1.34
C -3.432 1.492 4.644 0.758 -0.107 -0.219 0.03
C -3.390 3.013 4.917 0.205 -0.702 0.576 -0.92
N -2.063 3.515 5.538 1.213 -0.503 -0.175 0.87
C -0.963 3.798 4.494 -1.197 0.700 -1.593 0.37
C -1.417 5.199 3.908 0.104 -0.581 0.975 -0.82
C -2.496 5.706 4.901 -1.184 0.759 -0.954 -0.68
C -2.277 4.865 6.081 -0.941 -0.473 0.809 -0.83
C -1.429 2.622 6.572 -1.013 -0.756 1.045 -0.30
C -2.397 2.385 7.793 -0.157 0.452 0.041 -0.33
C -2.090 1.300 8.835 1.690 0.552 0.589 -1.45
H -2.490 2.088 2.369 -0.412 -0.495 -0.200 0.00
H -4.025 2.972 2.190 0.399 -0.190 -0.009 0.27
H -3.932 1.549 1.293 0.887 -0.024 0.205 -1.40
H -4.252 0.135 3.135 0.169 0.081 0.349 0.49
H -5.331 1.423 3.493 -0.082 0.437 -0.099 0.44
H -2.389 1.203 4.342 -0.781 -0.039 0.457 -0.20
H -3.722 0.902 5.546 0.164 0.506 -0.629 0.42
H -4.163 3.298 5.640 0.154 -0.017 -0.078 0.40
H -3.569 3.595 4.008 0.342 -0.378 0.274 0.30
H 0.070 3.865 4.897 -1.005 -0.171 0.395 0.66
H -0.935 3.001 3.740 -0.124 0.135 0.376 -0.77
H -0.499 5.774 3.875 -0.194 0.597 -0.119 0.40
H -1.880 5.168 2.945 0.186 -0.349 -0.798 0.38
H -2.521 6.766 5.189 0.398 -0.245 -0.406 0.50
H -3.563 5.477 4.541 1.647 0.561 0.172 0.27
H -1.394 5.062 6.630 0.944 0.677 0.590 0.51
H -3.127 4.891 6.741 -0.225 -0.240 0.447 0.46
H -0.431 3.070 6.805 -0.960 -0.421 0.080 0.63
H -1.285 1.665 6.073 0.291 0.078 0.098 0.00
H -3.379 2.064 7.409 0.236 0.535 -0.198 0.18
H -2.570 3.307 8.418 0.291 -0.571 -1.014 0.22
H -2.181 0.254 8.528 -0.252 0.305 -0.177 0.33
H -2.757 1.553 9.661 -0.074 -0.603 0.016 0.42
H -1.059 1.407 9.266 -0.742 -0.044 -0.445 0.33
C -1.939 3.895 -2.708 1.093 -1.313 -0.938 -1.17
C -1.585 2.940 -1.547 -0.492 0.530 1.642 0.31
C -1.525 1.494 -2.010 1.232 -0.244 -1.373 -0.48
N -0.634 0.639 -1.149 -0.885 0.399 0.957 2.15
C 0.800 1.025 -1.284 0.793 0.320 1.165 0.45
C -0.810 -0.806 -1.469 1.025 0.093 -1.466 -1.29
C -0.377 -1.579 -0.256 -0.207 -0.047 -0.460 1.20
C -1.075 -0.718 0.815 -0.272 -0.555 -0.847 -0.89
C -1.093 0.697 0.321 -0.713 1.454 -1.080 0.41
H -2.935 3.658 -3.085 0.227 -0.212 -0.256 0.15
H -1.121 3.690 -3.478 -1.305 0.346 0.533 0.17
H -1.938 4.965 -2.566 0.225 0.222 0.799 0.44
H -2.328 2.904 -0.720 0.070 0.666 -0.599 -0.17
H -0.639 3.253 -1.026 -0.652 -0.324 -0.757 0.28
H -0.957 1.459 -2.952 -0.571 0.057 -0.187 -0.23
H -2.504 0.981 -2.151 0.625 0.639 0.373 0.64
H 1.185 0.656 -2.228 0.005 -0.129 -0.038 -0.79
H 1.366 0.600 -0.412 -0.562 0.268 -1.101 -0.46
H 0.969 2.124 -1.263 -0.487 -0.791 -0.007 0.37
H -0.276 -1.032 -2.413 -0.346 0.101 0.516 0.36
H -1.868 -0.932 -1.615 -0.510 -0.182 -0.148 0.74
H 0.713 -1.768 -0.209 -0.600 0.508 0.310 -0.80
H -0.867 -2.535 -0.412 0.126 -0.248 0.608 -0.08
H -0.657 -0.748 1.762 1.021 -0.278 1.817 0.51
H -2.095 -1.061 0.905 -0.377 -0.188 -0.003 0.40
H -0.428 1.400 0.787 0.453 -0.070 0.532 0.29
H -2.098 1.190 0.356 0.857 -0.873 -0.290 -1.61
C 7.255 -1.001 -6.499 -1.395 0.531 -0.449 -1.69
C 6.432 -0.798 -5.220 -0.585 0.852 -0.564 0.44
C 6.311 -2.048 -4.437 -1.027 -2.298 -0.208 -1.21
N 5.296 -2.113 -3.333 -0.244 2.445 0.701 0.77
C 5.618 -1.045 -2.242 0.585 -1.078 -1.602 -0.88
C 3.944 -1.887 -3.933 -1.333 -0.396 1.982 -0.01
C 2.948 -2.522 -2.918 0.096 -0.694 -0.207 0.16
C 3.779 -3.551 -2.120 0.242 0.582 2.391 0.11
C 5.193 -3.416 -2.675 0.553 -1.734 0.038 -1.04
H 6.649 -1.590 -7.212 0.386 0.376 0.057 0.37
H 8.192 -1.513 -6.360 0.437 -0.113 0.278 0.40
H 7.429 0.023 -6.888 0.059 -0.783 -0.162 0.40
H 5.440 -0.317 -5.452 0.950 -0.658 0.086 -0.03
H 6.981 -0.085 -4.649 0.252 0.732 0.709 0.41
H 7.197 -2.354 -3.967 1.735 -0.014 0.667 0.66
H 6.087 -2.947 -5.064 -0.215 0.804 0.106 0.38
H 6.637 -1.250 -1.962 0.539 -0.087 0.116 0.33
H 5.024 -1.206 -1.364 -0.808 0.303 0.061 0.24
H 5.603 -0.080 -2.733 -0.517 0.241 0.311 0.30
H 3.683 -0.845 -4.027 0.545 0.121 -0.440 -0.26
H 3.985 -2.427 -4.848 -0.349 -0.107 -0.949 0.40
H 2.503 -1.750 -2.271 0.135 -0.346 -0.242 -0.81
H 2.166 -3.112 -3.414 -0.011 0.699 -0.094 0.78
H 3.824 -3.298 -1.016 -0.267 -0.027 -1.402 -0.37
H 3.374 -4.580 -2.093 0.354 0.465 -0.589 0.48
H 6.028 -3.555 -1.971 -0.424 0.263 -0.008 0.45
H 5.349 -4.175 -3.431 0.043 -0.148 -0.442 0.30
C -1.715 -8.388 1.352 0.381 0.156 1.646 0.66
F -2.375 -7.281 1.019 0.390 0.007 0.020 -0.21
F -1.687 -8.495 2.713 -0.114 0.604 -0.342 -0.26
F -2.411 -9.418 0.962 -0.557 -0.926 -0.983 -0.25
S 0.078 -8.489 0.801 1.059 2.121 0.798 1.03
O 0.876 -8.432 1.987 -0.387 -0.556 0.662 -0.68
O 0.131 -9.654 0.003 -0.163 -0.805 -1.099 -0.63
N 0.381 -7.064 0.136 -0.826 -0.976 -1.608 -0.33
S 0.186 -6.842 -1.446 -1.237 -2.392 -0.446 0.98
O 1.443 -6.979 -2.170 -1.221 0.073 0.359 -0.67
O -1.096 -7.274 -2.070 2.669 0.333 1.188 -0.67
C -0.063 -5.122 -1.291 -1.361 2.610 -2.409 0.82
F -0.029 -4.580 -2.582 -0.285 -0.486 0.707 -0.29
F -1.245 -4.743 -0.778 0.336 -0.539 0.042 -0.28
F 0.884 -4.510 -0.670 1.473 0.793 1.417 -0.14
C -6.145 0.860 -4.416 -0.078 -0.172 -1.052 0.66
F -6.696 1.546 -5.448 0.550 -0.673 0.232 -0.23
F -6.782 -0.303 -4.280 -0.152 0.363 0.100 -0.24
F -4.871 0.567 -4.706 -0.262 0.342 0.106 -0.21
S -6.312 1.977 -2.981 -0.778 2.366 0.864 0.96
O -5.081 2.746 -2.907 -0.915 -0.618 -0.452 -0.61
O -7.585 2.643 -3.173 1.236 -0.104 -0.687 -0.66
N -6.531 1.022 -1.797 -0.227 -1.542 1.102 -0.45
S -5.845 0.897 -0.425 0.250 0.548 0.529 0.89
O -4.393 1.028 -0.505 -0.675 -0.279 0.112 -0.66
O -6.502 1.600 0.684 0.801 -1.159 -1.397 -0.68
C -6.069 -0.944 -0.120 0.496 -0.037 -0.129 0.66
F -7.344 -1.371 -0.066 0.988 0.353 -0.310 -0.23
F -5.341 -1.649 -1.005 -0.982 0.310 -0.457 -0.22
F -5.470 -1.211 1.035 -0.255 0.118 1.078 -0.21
C 2.961 3.942 -3.789 0.765 0.903 1.415 0.33
F 2.863 4.314 -5.038 0.645 0.434 -0.490 -0.19
F 3.881 4.679 -3.054 -0.459 -0.182 -1.327 -0.24
F 1.797 4.230 -3.218 -0.555 -0.608 0.298 -0.20
S 3.554 2.224 -3.612 -0.819 1.146 -0.732 1.06
O 4.776 2.203 -4.353 0.549 -0.352 0.160 -0.62
O 3.484 2.052 -2.210 0.597 -0.561 1.366 -0.65
N 2.395 1.416 -4.258 0.025 -0.809 0.178 -0.14
S 2.362 0.960 -5.752 -1.571 1.359 -2.765 0.87
O 2.110 2.033 -6.718 0.731 -1.126 1.231 -0.74
O 3.304 -0.068 -6.171 -0.817 0.574 0.744 -0.68
C 0.639 0.220 -5.638 0.952 0.314 0.215 0.59
F -0.328 1.120 -5.303 1.103 -1.074 -0.449 -0.21
F 0.417 -0.286 -6.841 -0.698 -0.117 0.138 -0.21
F 0.657 -0.768 -4.721 -0.482 0.119 -0.205 -0.19
C 1.258 -0.351 4.822 0.062 0.432 0.395 0.68
F 2.412 -0.743 5.300 0.629 -0.481 0.681 -0.24
F 0.596 -1.405 4.396 -0.698 0.026 0.390 -0.20
F 0.598 0.324 5.813 -0.122 -0.782 -0.351 -0.20
S 1.605 0.813 3.510 0.019 0.184 -3.202 0.54
O 0.289 1.331 3.072 1.622 -0.309 1.194 -0.36
O 2.605 1.696 4.047 -0.760 0.189 0.017 -0.74
N 2.105 -0.181 2.400 -0.721 0.052 -0.314 -0.21
S 3.345 -0.636 1.533 -0.113 1.392 2.610 0.86
O 3.014 -0.599 0.127 0.924 0.190 0.361 -0.30
O 4.573 -0.152 2.146 -0.661 -0.449 -1.753 -0.80
C 3.332 -2.419 1.870 -0.332 -0.253 0.945 0.53
F 2.118 -2.921 1.650 0.350 -0.170 -0.148 -0.17
F 4.219 -2.994 1.043 -0.067 -0.182 0.625 -0.25
F 3.650 -2.665 3.165 0.040 0.016 -1.134 -0.24
```
Positions in Å, forces in eV/Å.

Calculated values
ΔE to the lowest compared entry with this formula, charge and spin = 0.599 eV
total charge = -1
HOMO level = -7.24 eV
frontier orbital gap = 0.296 Ha
2S+1 = 1